# C6H12O

An isolated molecule of C6H12O (ωB97M-V/def2-TZVPD, OMol25).

Results
M	100.161	g mol⁻¹
relative energy (zero: lowest compared OMol25 entry of this formula, charge and spin)	1.3938	eV
E	-311.008052	Ha
HOMO	-8.414	eV

Each atom is followed by the atoms it is bonded to, with distances in Å.
Atoms and positions in Å:
1 O -1.32 0.01 1.45  C2 1.359, H18 0.967
2 C -1.13 -0.63 0.27  O1 1.359, C3 1.340, C6 1.509
3 C -2.03 -0.62 -0.72  C2 1.340, H10 1.083, H11 1.089
4 C 1.41 -0.46 0.68  C6 1.539, C7 1.535, H17 1.104, H19 1.097
5 C 0.25 1.50 -0.46  C7 1.539, H9 1.086, H13 1.117, H15 1.102
6 C 0.22 -1.32 0.22  C2 1.509, C4 1.539, H12 1.097, H14 1.093
7 C 1.57 0.75 -0.25  C4 1.535, C5 1.539, H8 1.098, H16 1.100
8 H 1.95 0.39 -1.22  C7 1.098
9 H 0.31 2.19 -1.30  C5 1.086
10 H -1.87 -1.22 -1.61  C3 1.083
11 H -2.94 -0.02 -0.65  C3 1.089
12 H 0.40 -1.65 -0.81  C6 1.097
13 H -0.60 0.84 -0.79  C5 1.117
14 H 0.10 -2.20 0.85  C6 1.093
15 H -0.03 2.05 0.45  C5 1.102
16 H 2.35 1.42 0.15  C7 1.100
17 H 2.32 -1.09 0.67  C4 1.104
18 H -2.22 0.36 1.45  O1 0.967
19 H 1.27 -0.14 1.72  C4 1.097

***

# C6H12O

An isolated molecule of C6H12O (ωB97M-V/def2-TZVPD, OMol25).

Results
M	100.161	g mol⁻¹
relative energy (zero: lowest compared OMol25 entry of this formula, charge and spin)	2.8176	eV
E	-310.955728	Ha
HOMO	-7.952	eV

Each atom is followed by the atoms it is bonded to, with distances in Å.
Atoms and positions in Å:
1 O -0.57 0.11 -0.72  C4 1.310, C7 1.479
2 C 1.25 1.18 0.25  C7 1.527, H8 1.095, H9 1.095, H12 1.093
3 C -0.94 1.07 1.50  C7 1.521, H13 1.097, H14 1.094, H15 1.095
4 C -0.57 -1.13 -1.14  O1 1.310, C5 1.497
5 C -0.63 -1.12 -2.64  C4 1.497, H16 1.092, H17 1.100, H19 1.094
6 C 0.45 -1.00 1.25  C7 1.523, H10 1.093, H11 1.095, H18 1.091
7 C 0.04 0.32 0.61  O1 1.479, C2 1.527, C3 1.521, C6 1.523
8 H 0.93 2.14 -0.16  C2 1.095
9 H 1.84 0.67 -0.52  C2 1.095
10 H -0.43 -1.58 1.54  C6 1.093
11 H 1.06 -0.78 2.14  C6 1.095
12 H 1.88 1.35 1.13  C2 1.093
13 H -0.47 1.22 2.48  C3 1.097
14 H -1.21 2.04 1.09  C3 1.094
15 H -1.86 0.48 1.65  C3 1.095
16 H -0.61 -2.16 -2.99  C5 1.092
17 H 0.30 -0.62 -2.94  C5 1.100
18 H 1.01 -1.62 0.56  C6 1.091
19 H -1.46 -0.57 -3.08  C5 1.094

***

# C6H12O

An isolated molecule of C6H12O (ωB97M-V/def2-TZVPD, OMol25).

Results
M	100.161	g mol⁻¹
relative energy (zero: lowest compared OMol25 entry of this formula, charge and spin)	1.5720	eV
E	-311.001503	Ha
HOMO	-9.308	eV

Each atom is followed by the atoms it is bonded to, with distances in Å.
Atoms and positions in Å:
1 O 2.07 -0.93 1.80  C4 1.214
2 C 1.13 0.49 0.15  C3 1.553, C4 1.497, C6 1.482, H13 1.094
3 C -0.39 0.18 0.13  C2 1.553, C7 1.477, H9 1.088, H10 1.139
4 C 1.54 -0.83 0.71  O1 1.214, C2 1.497, H19 1.106
5 C -2.34 -1.01 -1.04  C7 1.490, H8 1.091, H11 1.096, H12 1.091
6 C 1.52 1.56 1.09  C2 1.482, H15 1.099, H16 1.101, H18 1.099
7 C -0.90 -0.63 -1.01  C3 1.477, C5 1.490, H14 1.092, H17 1.098
8 H -2.56 -1.53 -0.11  C5 1.091
9 H -0.87 0.04 1.09  C3 1.088
10 H -0.62 1.26 -0.11  C3 1.139
11 H -2.68 -1.62 -1.88  C5 1.096
12 H -2.91 -0.08 -1.03  C5 1.091
13 H 1.52 0.64 -0.86  C2 1.094
14 H -0.36 -1.58 -1.07  C7 1.092
15 H 2.55 1.53 1.49  C6 1.099
16 H 1.51 2.54 0.59  C6 1.101
17 H -0.70 -0.14 -1.97  C7 1.098
18 H 0.98 1.80 2.02  C6 1.099
19 H 1.50 -1.69 0.02  C4 1.106

***

# C6H12O

An isolated molecule of C6H12O (ωB97M-V/def2-TZVPD, OMol25).

Results
M	100.161	g mol⁻¹
relative energy (zero: lowest compared OMol25 entry of this formula, charge and spin)	0.7003	eV
E	-311.033535	Ha
HOMO	-8.454	eV

Each atom is followed by the atoms it is bonded to, with distances in Å.
Atoms and positions in Å:
1 O -1.78 1.27 -2.02  C3 1.370, H12 0.966
2 C 0.51 1.29 -1.53  C3 1.500, H9 1.095, H10 1.088, H14 1.094
3 C -0.87 0.93 -1.05  O1 1.370, C2 1.500, C4 1.340
4 C -1.23 0.39 0.12  C3 1.340, C5 1.511, H11 1.092
5 C -0.34 0.17 1.33  C4 1.511, C6 1.537, H13 1.098, H17 1.098
6 C 0.33 -1.20 1.47  C5 1.537, C7 1.525, H8 1.097, H18 1.098
7 C 1.28 -1.56 0.34  C6 1.525, H15 1.095, H16 1.098, H19 1.097
8 H -0.45 -1.98 1.55  C6 1.097
9 H 0.58 1.07 -2.60  C2 1.095
10 H 1.28 0.73 -1.01  C2 1.088
11 H -2.29 0.16 0.26  C4 1.092
12 H -2.67 1.22 -1.63  O1 0.966
13 H -0.95 0.34 2.22  C5 1.098
14 H 0.70 2.36 -1.40  C2 1.094
15 H 1.72 -2.55 0.48  C7 1.095
16 H 2.11 -0.84 0.28  C7 1.098
17 H 0.44 0.95 1.36  C5 1.098
18 H 0.86 -1.21 2.43  C6 1.098
19 H 0.75 -1.55 -0.62  C7 1.097

***

# C6H12O

A cluster of 2 separate species, C6H12O in total (ωB97M-V/def2-TZVPD, OMol25).

Results
M	100.161	g mol⁻¹
relative energy (zero: lowest compared OMol25 entry of this formula, charge and spin)	1.6750	eV
E	-310.997716	Ha
HOMO	-8.705	eV

Each atom is followed by the atoms it is bonded to, with distances in Å.
Atoms and positions in Å:
1 O 1.21 0.14 1.55  C3 1.356, H9 0.969
2 C -0.98 1.30 -0.14  C4 1.501, C6 1.338, H10 1.091
3 C 1.73 -0.66 0.59  O1 1.356, C7 1.330, H12 1.093
4 C -0.31 1.21 -1.48  C2 1.501, H8 1.093, H14 1.097, H18 1.097
5 C -1.95 -1.05 0.08  C6 1.503, H11 1.094, H15 1.096, H19 1.098
6 C -1.72 0.38 0.48  C2 1.338, C5 1.503, H16 1.091
7 C 3.04 -0.85 0.48  C3 1.330, H13 1.085, H17 1.082
8 H -0.50 0.26 -1.98  C4 1.093
9 H 0.27 0.27 1.37  O1 0.969
10 H -0.84 2.26 0.37  C2 1.091
11 H -1.39 -1.34 -0.82  C5 1.094
12 H 1.01 -1.13 -0.08  C3 1.093
13 H 3.71 -0.32 1.15  C7 1.085
14 H 0.78 1.35 -1.41  C4 1.097
15 H -3.01 -1.26 -0.10  C5 1.096
16 H -2.19 0.67 1.42  C6 1.091
17 H 3.46 -1.52 -0.26  C7 1.082
18 H -0.70 2.01 -2.12  C4 1.097
19 H -1.62 -1.71 0.89  C5 1.098

***

# C6H12O

A cluster of 2 separate species, C6H12O in total (ωB97M-V/def2-TZVPD, OMol25).

Results
M	100.161	g mol⁻¹
relative energy (zero: lowest compared OMol25 entry of this formula, charge and spin)	3.3223	eV
E	-310.937181	Ha
HOMO	-9.274	eV

Each atom is followed by the atoms it is bonded to, with distances in Å.
Atoms and positions in Å:
1 O -0.13 1.41 -1.68  C6 1.416, H15 0.965
2 C 0.10 -2.24 -0.66  C3 1.526, H9 1.095, H12 1.097, H18 1.096
3 C -0.55 -0.89 -0.96  C2 1.526, C6 1.522, H11 1.100, H14 1.097
4 C -0.31 0.60 2.21  C5 1.292, C7 1.505, H17 1.080
5 C 0.87 1.10 2.09  C4 1.292, C7 1.504, H13 1.079
6 C 0.46 0.15 -1.41  O1 1.416, C3 1.522, H8 1.096, H16 1.103
7 C -0.25 1.99 1.64  C4 1.505, C5 1.504, H10 1.094, H19 1.093
8 H 1.18 0.33 -0.60  C6 1.096
9 H -0.64 -2.99 -0.37  C2 1.095
10 H -0.54 2.84 2.27  C7 1.094
11 H -1.31 -1.02 -1.75  C3 1.100
12 H 0.63 -2.62 -1.54  C2 1.097
13 H 1.94 1.01 2.21  C5 1.079
14 H -1.08 -0.52 -0.08  C3 1.097
15 H -0.85 1.27 -2.30  O1 0.965
16 H 1.02 -0.21 -2.28  C6 1.103
17 H -0.95 -0.22 2.49  C4 1.080
18 H 0.83 -2.14 0.15  C2 1.096
19 H -0.42 2.15 0.57  C7 1.093